Record 1
DFT (wB97M-V/def2-TZVPD) results for the ion C2H6NS with charge +1 at a distorted geometry.

Structure (XYZ):
```
10
Properties=species:S:1:pos:R:3:nbo_charge:R:1
N -1.320 0.861 -0.204 -0.636
C -0.500 -0.007 -0.584 0.226
C 0.289 -0.835 0.481 -0.401
S 1.939 0.252 -0.445 -0.076
H -1.135 1.068 0.794 0.426
H -1.970 1.404 -0.796 0.468
H -0.694 -0.574 -1.590 0.282
H 0.842 -1.696 0.334 0.280
H -0.264 -0.520 1.414 0.231
H 2.812 0.048 0.596 0.197
```

Properties
Relative energy (zero: lowest compared OMol25 entry of this formula, charge and spin) ... 43.01 kcal/mol
Orbital gap ... 9.03 eV
LUMO level ... -5.3 eV
Total charge ... +1
Structure (SMILES) ... [NH2+]=CCS


Record 2
DFT (wB97M-V/def2-TZVPD) results for the ion C19H26ClN2O3 with charge +1 at a distorted geometry.

Structure (XYZ):
```
51
Properties=species:S:1:pos:R:3:nbo_charge:R:1
C 2.205 -3.076 -1.046 -0.619
C 3.076 -1.883 -0.674 -0.050
C 4.468 -1.797 -0.763 -0.143
C 5.134 -0.875 -0.287 -0.351
C 4.465 0.064 0.163 0.148
Cl 5.516 1.494 0.944 -0.128
C 3.003 0.208 0.429 -0.300
C 2.197 -0.873 0.036 0.247
N 0.854 -0.702 -0.194 -0.501
C 0.151 0.040 0.870 -0.267
C -0.115 1.410 0.556 -0.271
N -1.013 1.626 -0.662 -0.481
C -1.503 2.708 -0.991 -0.236
C -2.816 3.117 -0.432 0.058
O -2.597 3.314 1.183 -0.727
C -3.892 2.272 -0.867 -0.108
O -3.453 0.998 -0.170 -0.644
C -4.508 -0.250 -0.261 -0.021
C -3.869 -1.495 0.329 0.209
C -4.349 -2.104 1.242 -0.234
C -3.466 -3.302 1.320 -0.301
C -2.448 -3.041 0.522 0.118
O -2.771 -2.107 -0.250 -0.416
C -0.274 0.860 -1.846 -0.200
C 0.166 -0.861 -1.426 -0.096
H 2.747 -3.885 -1.010 0.221
H 1.859 -2.990 -2.159 0.196
H 1.218 -3.084 -0.677 0.217
H 4.932 -2.900 -1.116 0.221
H 6.236 -0.987 -0.274 0.266
H 2.501 1.217 0.772 0.224
H 0.726 -0.016 1.891 0.280
H -0.776 -0.656 1.233 0.232
H -0.662 1.857 1.508 0.278
H 0.604 2.122 0.613 0.233
H -1.924 0.982 -0.380 0.509
H -1.550 2.877 -2.211 0.250
H -0.740 3.563 -0.723 0.234
H -3.167 4.144 -0.565 0.246
H -3.258 3.634 1.573 0.451
H -4.730 2.442 -0.133 0.216
H -4.078 1.872 -1.707 0.211
H -4.559 -0.327 -1.191 0.168
H -5.414 0.083 0.090 0.210
H -5.220 -2.042 1.696 0.231
H -3.440 -3.867 2.200 0.227
H -1.626 -3.695 0.255 0.216
H -0.814 0.723 -2.546 0.158
H 0.791 1.162 -1.846 0.234
H 0.745 -1.070 -2.062 0.175
H -0.811 -1.238 -1.319 0.209
```

Properties
Relative energy (zero: lowest compared OMol25 entry of this formula, charge and spin) ... 392.62 kcal/mol
Orbital gap ... 8.46 eV
LUMO level ... -2.4 eV
Total charge ... +1
Structure (SMILES) ... Cc1ccc(Cl)cc1N1CC[NH+](C[C@H](O)COCc2ccco2)CC1


Record 3
DFT (wB97M-V/def2-TZVPD) results for a structure of composition C11H11Cl2O3PPrRh at a distorted geometry.

Structure (XYZ):
```
30
Properties=species:S:1:pos:R:3:lowdin_spin:R:1
Pr 2.270 -0.591 -3.094 2.044
Rh 0.214 -0.565 -1.312 1.689
Cl 1.660 1.683 -1.643 0.202
Cl 2.106 -2.750 -1.449 0.244
C -0.879 -2.057 -1.036 0.098
C 2.270 1.058 -5.401 -0.002
C 2.614 -2.284 -5.291 -0.003
O -1.558 -2.984 -0.780 0.028
O 2.272 1.862 -6.231 0.001
O 2.783 -3.116 -6.059 0.000
C 1.314 1.702 1.908 0.045
P 0.718 0.419 0.746 0.391
C 1.823 -0.912 1.268 0.097
C -1.035 0.458 1.147 0.195
C -1.939 1.191 0.356 0.128
C -3.277 1.235 0.755 0.340
C -3.661 0.606 1.949 0.129
C -2.721 -0.058 2.755 0.023
C -1.386 -0.113 2.373 0.281
H 2.405 1.844 1.830 0.003
H 1.073 1.287 2.907 0.014
H 0.770 2.651 1.785 0.001
H 1.896 -0.860 2.359 0.023
H 1.424 -1.860 0.887 -0.001
H 2.808 -0.721 0.805 0.001
H -1.606 1.653 -0.578 0.005
H -4.015 1.743 0.129 0.011
H -4.704 0.638 2.263 0.002
H -3.019 -0.544 3.686 -0.001
H -0.618 -0.616 2.965 0.010
```

Properties
Relative energy (zero: lowest compared OMol25 entry of this formula, charge and spin) ... 0.00 kcal/mol
<S²> ... 12.033
Orbital gap (alpha / beta) ... 6.41 / 5.99 eV
LUMO level (alpha / beta) ... -16.0 / -17.6 eV
Total charge ... +4
2S+1 ... 7


Record 4
DFT (wB97M-V/def2-TZVPD) results for a structure of composition C16H43N6O4P2RuTe.

Structure (XYZ):
```
73
Properties=species:S:1:pos:R:3:lowdin_spin:R:1
Ru 0.543 -0.181 0.114 3.755
C -2.378 -0.975 -1.106 0.007
C -2.428 -0.005 0.073 0.021
N -1.405 1.047 -0.067 0.125
C -1.526 1.931 -1.242 0.011
C -0.159 2.215 -1.873 0.011
N 0.747 1.047 -1.847 0.113
C 0.631 0.104 -2.976 0.013
C -0.695 -0.634 -2.940 0.008
N -0.991 -1.176 -1.592 0.122
H -3.007 -0.636 -1.928 0.001
H -2.795 -1.923 -0.771 0.001
H -2.199 -0.535 1.000 0.005
H -3.435 0.405 0.177 0.005
H -1.367 1.580 0.795 0.003
H -1.975 2.882 -0.957 0.002
H -2.205 1.472 -1.956 0.000
H 0.332 3.010 -1.314 0.000
H -0.297 2.575 -2.895 0.003
H 1.708 1.374 -1.805 0.003
H 1.459 -0.601 -2.888 0.001
H 0.730 0.620 -3.935 0.003
H -0.659 -1.436 -3.678 0.002
H -1.506 0.024 -3.244 0.000
H -0.774 -2.162 -1.586 0.004
C 3.012 -3.130 -3.080 0.001
C 3.880 -2.857 -1.880 0.005
O 3.560 -1.529 -1.349 0.006
P 3.167 -1.236 0.141 0.036
O 2.781 0.229 0.229 0.151
Te 1.253 -2.665 0.693 0.356
O 4.354 -1.553 1.092 0.013
C 4.926 -2.870 1.392 0.006
C 5.635 -2.782 2.715 0.000
H 3.329 -4.057 -3.558 0.000
H 3.106 -2.324 -3.810 0.000
H 1.964 -3.237 -2.788 0.001
H 4.935 -2.834 -2.139 0.000
H 3.726 -3.607 -1.103 0.004
H 5.613 -3.119 0.586 0.000
H 4.121 -3.606 1.415 0.007
H 6.365 -1.973 2.707 0.000
H 6.165 -3.718 2.895 0.000
H 4.935 -2.624 3.536 0.000
C 0.685 1.443 5.829 0.001
N 0.161 1.498 4.464 0.006
C -1.240 1.915 4.374 0.001
P 1.071 1.339 3.129 0.017
O 0.219 0.645 2.054 0.151
N 2.373 0.451 3.514 0.000
C 2.175 -0.912 4.010 0.003
C 3.727 0.972 3.679 0.000
N 1.533 2.821 2.609 0.004
C 1.881 3.884 3.557 0.001
C 1.884 3.129 1.230 0.004
H 0.073 0.772 6.433 0.000
H 0.667 2.430 6.299 0.000
H 1.708 1.078 5.837 0.000
H -1.860 1.252 4.979 0.000
H -1.587 1.862 3.345 0.000
H -1.375 2.937 4.737 0.000
H 1.125 -1.192 3.959 0.001
H 2.503 -0.999 5.050 0.000
H 2.753 -1.618 3.411 0.003
H 3.828 1.936 3.189 0.000
H 4.439 0.287 3.215 0.000
H 3.988 1.081 4.735 0.000
H 1.408 3.704 4.520 0.000
H 1.514 4.836 3.174 0.000
H 2.960 3.969 3.705 0.000
H 1.485 2.371 0.565 0.002
H 2.965 3.177 1.071 0.001
H 1.449 4.093 0.957 0.000
```

Properties
<S²> ... 8.763
Orbital gap (alpha / beta) ... 9.09 / 6.87 eV
LUMO level (alpha / beta) ... -4.7 / -7.3 eV
Total charge ... +2
2S+1 ... 6


Record 5
DFT (wB97M-V/def2-TZVPD) results for a structure of composition C29H42N5O4PdS2Si.

Structure (XYZ):
```
84
Properties=species:S:1:pos:R:3:lowdin_charge:R:1
Pd -0.637 -0.561 -1.293 0.931
O -3.480 -0.103 -4.032 0.112
C -2.612 0.038 -3.197 -0.479
N -2.033 -0.974 -2.521 -0.141
C -2.295 -2.364 -2.820 -0.137
C -1.542 -3.202 -1.837 -0.269
C -1.557 -4.586 -1.867 0.015
C -0.832 -5.292 -0.928 -0.013
C -0.113 -4.600 0.037 -0.015
C -0.127 -3.224 0.018 -0.096
N -0.831 -2.547 -0.900 -0.084
C -2.034 1.364 -2.799 -0.166
C -2.586 2.563 -3.189 0.042
C -1.983 3.735 -2.760 -0.006
C -0.838 3.663 -1.981 -0.021
C -0.333 2.424 -1.637 -0.094
N -0.927 1.302 -2.042 -0.014
H -1.981 -2.614 -3.838 0.141
H -3.370 -2.553 -2.749 0.150
H -2.132 -5.090 -2.632 0.134
H -0.830 -6.373 -0.942 0.124
H 0.462 -5.114 0.793 0.121
H 0.397 -2.640 0.753 0.077
H -3.467 2.542 -3.815 0.136
H -2.401 4.696 -3.029 0.124
H -0.336 4.554 -1.634 0.122
H 0.562 2.310 -1.047 0.095
C 2.615 -1.343 0.908 -0.018
C 2.064 0.067 0.805 -0.577
C 2.301 0.846 2.090 -0.015
C 2.667 0.794 -0.369 -0.044
O 0.589 -0.012 0.557 -0.280
Si -0.603 -0.120 1.751 -0.131
S -2.247 -0.238 0.458 0.496
O -0.651 1.104 2.799 -0.149
C -1.235 2.423 2.890 -0.627
C -2.705 2.274 3.250 -0.023
C -1.074 3.157 1.568 -0.037
C -0.471 3.128 4.000 -0.016
O -0.225 -1.462 2.576 -0.166
C -0.672 -1.963 3.863 -0.616
C 0.136 -1.272 4.951 -0.015
C -0.390 -3.455 3.835 -0.023
C -2.163 -1.698 4.021 -0.022
H 3.685 -1.297 1.110 0.103
H 2.473 -1.875 -0.035 0.081
H 2.134 -1.894 1.717 0.079
H 3.376 0.940 2.244 0.107
H 1.874 0.347 2.961 0.081
H 1.873 1.847 2.023 0.080
H 3.755 0.734 -0.323 0.106
H 2.393 1.851 -0.361 0.080
H 2.366 0.347 -1.313 0.023
H -3.232 1.697 2.488 0.067
H -3.176 3.255 3.324 0.097
H -2.812 1.769 4.211 0.089
H -1.629 2.645 0.782 0.052
H -0.019 3.214 1.288 0.083
H -1.461 4.173 1.657 0.100
H -0.566 2.574 4.933 0.091
H -0.865 4.133 4.152 0.096
H 0.588 3.203 3.748 0.085
H 1.199 -1.489 4.832 0.092
H -0.179 -1.624 5.934 0.097
H -0.011 -0.193 4.904 0.077
H 0.671 -3.637 3.656 0.090
H -0.972 -3.937 3.048 0.083
H -0.660 -3.910 4.789 0.096
H -2.365 -0.625 4.057 0.071
H -2.528 -2.142 4.947 0.100
H -2.717 -2.132 3.187 0.089
C 4.037 2.381 -3.991 -0.021
C 3.125 1.315 -4.517 -0.316
C 2.957 1.082 -5.875 -0.003
C 2.070 0.087 -6.240 -0.108
N 1.398 -0.634 -5.346 0.052
C 1.656 -0.360 -4.069 -0.749
S 0.857 -1.484 -2.938 0.751
N 2.472 0.580 -3.613 0.096
H 4.671 2.789 -4.776 0.080
H 4.662 1.974 -3.197 0.083
H 3.448 3.194 -3.564 0.084
H 3.494 1.657 -6.616 0.115
H 1.878 -0.141 -7.282 0.116
```

Properties
Relative energy (zero: lowest compared OMol25 entry of this formula, charge and spin) ... 0.00 kcal/mol
Orbital gap (alpha / beta) ... 6.60 / 6.60 eV
LUMO level (alpha / beta) ... -4.4 / -4.4 eV
Total charge ... +1


Record 6
DFT (wB97M-V/def2-TZVPD) results for a structure of composition C5H4F6MoO3S4Sb.

Structure (XYZ):
```
24
Properties=species:S:1:pos:R:3:nbo_charge:R:1
Mo 0.085 1.057 -0.945 1.176
S -2.948 3.545 -3.505 -0.349
Sb -3.042 1.711 -2.372 1.327
S -0.644 0.365 -2.803 -0.084
S -1.476 2.119 -0.027 -0.021
S -4.238 0.067 -1.617 -0.388
C 1.912 -1.658 1.632 -0.636
C 0.530 -1.325 1.104 0.100
O 0.607 -0.322 0.118 -0.626
C -0.367 -0.768 2.237 0.963
F -1.617 -0.546 1.814 -0.309
F 0.134 0.413 2.636 -0.315
F -0.407 -1.584 3.276 -0.286
C -0.114 -2.547 0.400 0.966
F 0.731 -3.025 -0.517 -0.305
F -1.238 -2.190 -0.241 -0.312
F -0.404 -3.509 1.262 -0.289
H 2.320 -0.799 2.162 0.248
H 2.564 -1.924 0.804 0.251
H 1.847 -2.499 2.319 0.262
O 0.421 3.834 -2.467 -0.514
C 1.436 3.427 -2.003 0.653
O 1.479 2.271 -1.280 -0.679
H 2.428 3.888 -1.987 0.166
```

Properties
Orbital gap ... 6.60 eV
LUMO level ... -6.9 eV
Total charge ... +1


Record 7
DFT (wB97M-V/def2-TZVPD) results for a cluster of 4 separate species, H8O4 in total at a distorted geometry.

Structure (XYZ):
```
12
Properties=species:S:1:pos:R:3:nbo_charge:R:1
O -0.787 -1.663 -0.992 -0.970
H -0.571 -0.714 -0.822 0.495
H -1.050 -2.129 -0.128 0.454
O 2.368 0.308 -1.581 -0.936
H 1.746 0.631 -0.973 0.472
H 3.145 0.373 -1.048 0.451
O -1.427 0.296 1.766 -0.953
H -0.709 -0.211 2.131 0.491
H -2.290 -0.177 1.911 0.507
O 0.088 0.832 -0.256 -0.995
H -0.535 0.715 0.499 0.501
H 0.023 1.742 -0.505 0.484
```

Properties
Relative energy (zero: lowest compared OMol25 entry of this formula, charge and spin) ... 26.80 kcal/mol
Orbital gap ... 10.74 eV
LUMO level ... 0.1 eV
Structure (SMILES) ... O.O.O.O


Record 8
DFT (wB97M-V/def2-TZVPD) results for a structure of composition C28H53InN2O12 at a distorted geometry.

Structure (XYZ):
```
96
Properties=species:S:1:pos:R:3:lowdin_charge:R:1
In 0.217 -0.612 -0.233 1.344
C -3.071 2.934 1.033 -0.022
C -2.006 1.861 0.861 -0.773
O -0.897 2.136 0.440 -0.067
O -2.147 0.676 1.301 -0.112
H -2.947 3.304 2.051 0.064
H -4.118 2.634 1.076 0.063
H -2.976 3.824 0.410 0.065
C -0.140 -5.080 -0.672 -0.011
C -0.673 -4.261 -1.856 -0.632
O -1.075 -4.806 -2.940 -0.003
O -0.883 -3.008 -1.706 -0.024
H -0.556 -4.826 0.302 0.029
H 0.950 -5.046 -0.679 0.081
H -0.390 -6.136 -0.782 0.065
C 3.160 -0.241 -4.329 -0.012
C 1.735 -0.890 -4.396 -0.733
O 1.273 -1.411 -5.409 0.014
O 1.095 -1.047 -3.341 0.017
H 3.171 0.528 -5.102 0.058
H 3.792 -1.002 -4.785 0.065
H 3.520 -0.020 -3.324 0.067
C -4.216 0.581 -2.172 -0.028
C -3.199 -0.406 -2.617 -0.779
O -2.013 -0.219 -2.273 -0.047
O -3.541 -1.344 -3.322 0.049
H -5.149 0.617 -2.734 0.065
H -3.777 1.575 -2.261 0.062
H -4.367 0.611 -1.093 0.067
C 4.228 -2.341 2.063 -0.033
C 3.321 -1.662 1.166 -0.772
O 2.689 -0.604 1.453 -0.126
O 3.010 -2.168 0.041 -0.090
H 4.512 -3.297 1.624 0.078
H 3.736 -2.504 3.022 0.076
H 5.106 -1.707 2.188 0.080
C 3.941 3.415 -1.557 -0.045
C 2.550 3.373 -0.867 -0.432
C 1.943 4.808 -0.528 -0.083
C 1.555 5.512 -1.926 -0.215
C 0.524 4.769 -2.568 -0.193
C 0.987 3.350 -3.001 -0.412
N 1.540 2.691 -1.799 -0.104
O 1.932 1.358 -1.971 -0.066
C -0.330 2.581 -3.491 0.003
C 1.980 3.377 -4.244 -0.020
C 2.774 2.654 0.504 -0.034
H 4.355 2.491 -1.961 0.076
H 3.948 4.050 -2.443 0.057
H 4.678 3.716 -0.813 0.074
H 1.241 4.700 0.298 0.110
H 2.741 5.397 -0.075 0.093
H 1.044 6.421 -1.609 0.104
H 2.444 5.675 -2.536 0.102
H 0.388 5.448 -3.410 0.124
H -0.301 4.678 -1.861 0.130
H -0.461 2.905 -4.523 0.060
H -1.199 2.839 -2.885 0.078
H -0.201 1.536 -3.776 0.080
H 1.437 3.178 -5.168 0.071
H 2.756 2.618 -4.145 0.049
H 2.502 4.296 -4.508 0.065
H 1.776 2.403 0.863 0.074
H 3.303 1.709 0.374 0.065
H 3.420 3.263 1.135 0.079
H 2.455 1.610 -2.736 0.025
C 0.303 -0.801 3.798 -0.060
C -0.817 -1.788 3.888 -0.437
C -2.036 -1.041 4.528 -0.139
C -3.343 -1.777 4.411 -0.204
C -3.619 -2.145 2.952 -0.113
C -2.494 -3.058 2.283 -0.428
N -1.211 -2.282 2.509 -0.124
O -0.168 -2.856 1.892 -0.065
C -2.431 -4.489 2.796 -0.028
C -2.808 -3.113 0.771 -0.024
C -0.212 -2.915 4.848 -0.044
H 0.410 -0.281 4.751 0.088
H 0.163 0.067 3.154 0.088
H 1.189 -1.251 3.350 0.069
H -1.718 -0.753 5.530 0.115
H -2.256 -0.171 3.909 0.113
H -4.081 -1.090 4.825 0.101
H -3.427 -2.600 5.122 0.098
H -3.854 -1.265 2.353 0.110
H -4.593 -2.629 2.874 0.104
H -1.842 -4.542 3.711 0.060
H -3.395 -4.934 3.042 0.082
H -2.054 -5.157 2.021 0.072
H -2.844 -2.175 0.215 0.087
H -2.342 -3.855 0.123 0.057
H -3.857 -3.396 0.684 0.085
H 0.604 -3.474 4.391 0.067
H -0.781 -3.630 5.442 0.063
H 0.429 -2.447 5.595 0.066
H -0.008 -3.619 2.453 0.082
```

Properties
Orbital gap ... 3.64 eV
LUMO level ... 1.1 eV
Total charge ... -2